[1]
Below is 2 unconnected molecules or ions with the total composition C2H6N4O2S at a distorted geometry, with properties calculated with wB97M-V/def2-TZVPD.

Cartesian coordinates (Å):
C -1.68371 0.47117 -0.79104
C -2.28815 -0.00321 0.55451
N -0.40891 -0.34492 -0.78312
N -0.44442 -1.24186 0.20971
N -1.42803 -1.19545 0.97358
N 3.65749 -0.68447 0.93577
O 3.02263 0.27286 -1.34743
O 2.11472 1.33143 0.64996
S 2.87978 0.26380 0.06616
H -2.21217 0.03150 -1.71640
H -1.36805 1.55841 -0.93143
H -2.00038 0.84000 1.24269
H -3.39430 -0.17315 0.73685
H 0.15377 -0.48058 -1.67646
H 3.39974 -0.64553 1.87664

Summary:
SMILES	N=S(=O)=O.C1CNN=N1
gap between HOMO and LUMO	8.878	eV
energy relative to the best compared isomer or geometry (same formula, charge and spin)	143.8	kJ/mol

Quick look at the natural (NBO) charges, all values in e: -0.28, -0.34, -0.47, 0.02, -0.20, -1.01, -0.84, -0.85, 2.30, 0.19, 0.23, 0.21, 0.23, 0.41, 0.40

***

[2]
Below is 2 unconnected molecules or ions with the total composition C2H6N4O3 at a distorted geometry, with properties calculated with wB97M-V/def2-TZVPD.

Cartesian coordinates (Å):
C 2.16092 0.78052 -0.16821
C -1.86198 -0.39739 0.02538
N 2.15844 1.80955 -0.75660
N 2.12049 -0.08601 0.68863
N -0.86331 0.17429 -0.51263
N 1.88817 -1.48625 0.45397
O -2.94771 0.18724 0.53706
O -1.98790 -1.78302 0.12446
O -1.00484 1.64347 -0.44556
H -2.76542 -2.05781 0.66617
H -0.15666 1.85484 -0.78468
H 3.00351 1.90237 -1.44914
H 1.57928 -1.94436 1.26789
H 1.23269 -1.63883 -0.28051
H -2.55569 1.04138 0.63378

Summary:
SMILES	ON=C(O)O.N=C=NN
gap between HOMO and LUMO	9.402	eV
energy relative to the best compared isomer or geometry (same formula, charge and spin)	375.6	kJ/mol

Quick look at the natural (NBO) charges, all values in e: 0.59, 0.74, -0.73, -0.34, -0.30, -0.63, -0.66, -0.69, -0.61, 0.51, 0.50, 0.40, 0.36, 0.36, 0.51

***

[3]
Below is C2H6N4OS in the gas phase at a distorted geometry, with properties calculated with wB97M-V/def2-TZVPD.

Cartesian coordinates (Å):
C 0.70406 -0.51363 -0.00944
C -2.62511 -0.31891 0.31362
H 2.36958 1.60957 0.64176
H 2.15693 1.40336 -1.00256
H -0.25001 1.29794 -0.07114
H 2.57420 -0.68308 -0.10986
H -0.44108 -2.09067 -0.36939
H -2.49713 -0.76269 1.27580
N 1.70938 1.66466 -0.11371
N 0.61694 0.85247 0.16986
N 1.74215 -1.23456 -0.18589
N -0.51822 -1.20116 0.11964
O -1.58091 -0.48715 -0.50980
S -3.96078 0.46384 -0.14889

Summary:
SMILES	[H]/N=C(\NN)NOC=S
gap between HOMO and LUMO	9.363	eV
energy relative to the best compared isomer or geometry (same formula, charge and spin)	359.6	kJ/mol

Quick look at the natural (NBO) charges, all values in e: 0.53, 0.03, 0.36, 0.35, 0.39, 0.34, 0.39, 0.19, -0.64, -0.47, -0.74, -0.34, -0.37, -0.02

***

[4]
Below is 2 unconnected molecules or ions with the total composition C2H6N4S at a distorted geometry, with properties calculated with wB97M-V/def2-TZVPD.

Cartesian coordinates (Å):
C -2.12368 -0.58689 0.12297
C -0.38860 1.26721 -1.25667
N -3.14152 -0.40604 -0.38257
N 0.72759 1.60202 1.22542
N 1.69978 -1.40467 0.23941
N -0.93139 -0.65662 0.61791
S 0.27277 0.60601 0.20374
H -0.85953 0.43089 -1.86388
H 0.35661 1.82148 -1.79276
H 0.59180 1.40067 2.18458
H 1.63351 -1.78518 -0.69963
H 2.62001 -0.99826 0.16383
H -0.45736 -1.29061 1.23765

Summary:
gap between HOMO and LUMO (alpha / beta)	7.680 / 7.759	eV
energy relative to the best compared isomer or geometry (same formula, charge and spin)	681.9	kJ/mol

Quick look at the natural (NBO) charges, all values in e: 0.40, -0.76, -0.35, -1.06, -0.89, -0.84, 1.53, 0.23, 0.23, 0.40, 0.32, 0.32, 0.46